ORCA calculation (ωB97M-V with the def2-TZVPD basis set) on an isolated molecule of C4H8FIO at a distorted geometry.

Summary:
Orbital gap ... 9.27 eV
Energy above the lowest of the compared OMol25 structures with the same formula, charge and spin ... 54.4 kJ/mol
SMILES string ... C[C@@H](O)[C@](C)(F)I
HOMO ... -9.11 eV

```
! RIJCOSX wB97M-V def2-TZVPD def2/J DEFGRID3
* xyz 0 1
C 0.90099 -1.05151 0.46114
C -0.53191 -0.88532 -0.28434
O -1.27550 -2.04445 -0.13759
C -1.17084 0.31462 0.31968
C -0.54483 1.80774 -0.12839
F -1.06723 0.21781 1.67259
I -3.44826 -0.01953 -0.07817
H 1.61669 -1.37057 -0.32141
H 1.14843 -0.04362 0.71825
H 0.77173 -1.73391 1.25636
H -0.28942 -0.90943 -1.37294
H -1.40772 -2.19842 0.82468
H -0.24616 1.81215 -1.20270
H 0.28614 1.94227 0.61009
H -1.37063 2.55357 0.06933
*
```


ORCA calculation (ωB97M-V with the def2-TZVPD basis set) on an isolated molecule of C4H8FN at a distorted geometry.

Summary:
Orbital gap ... 10.37 eV
Energy above the lowest of the compared OMol25 structures with the same formula, charge and spin ... 117.5 kJ/mol
SMILES string ... NCC1(F)CC1
HOMO ... -9.25 eV

```
! RIJCOSX wB97M-V def2-TZVPD def2/J DEFGRID3
* xyz 0 1
N -2.10322 0.04677 -0.24570
C -1.00231 0.08222 0.64240
C 0.29941 0.41382 0.07667
F 0.39776 1.71513 -0.27210
C 1.01292 -0.51348 -0.83860
C 1.63354 -0.10100 0.48567
H -1.96793 -0.70593 -0.88996
H -2.49469 0.89383 -0.67955
H -1.02586 0.75473 1.48878
H -0.92237 -0.90907 1.05092
H 1.54250 -0.17568 -1.66874
H 0.44151 -1.36602 -0.91481
H 2.38842 0.65100 0.43936
H 1.80033 -0.78633 1.32565
*
```


ORCA calculation (ωB97M-V with the def2-TZVPD basis set) on an isolated molecule of C4H8FN at a distorted geometry.

Summary:
Orbital gap (alpha / beta) ... 6.82 / 9.24 eV
Energy above the lowest of the compared OMol25 structures with the same formula, charge and spin ... 100.0 kJ/mol
<S²> ... 2.008
HOMO (alpha / beta) ... -5.71 / -9.68 eV

```
! RIJCOSX wB97M-V def2-TZVPD def2/J DEFGRID3
* xyz 0 3
C -0.67776 0.30867 -1.42659
C -0.78997 0.80232 0.03268
C 0.91607 0.25634 -1.58340
C 0.91206 -0.60728 1.25523
N 0.65106 0.57998 0.45783
F 1.57112 1.22068 -2.12218
H -1.25598 -0.59702 -1.70232
H -1.03989 0.98000 -2.14403
H -0.81441 1.86199 0.02414
H -1.50954 0.21362 0.64568
H 1.39428 -0.74851 -1.50073
H 1.89708 -1.02906 1.11676
H 0.87682 -0.35961 2.30793
H 0.17412 -1.36258 1.00137
*
```


ORCA calculation (ωB97M-V with the def2-TZVPD basis set) on the ion C4H8FN2 with charge +1 at a distorted geometry.

Summary:
Orbital gap ... 9.43 eV
Energy above the lowest of the compared OMol25 structures with the same formula, charge and spin ... 182.4 kJ/mol
SMILES string ... C/C=N/C(F)=[NH+]/C
HOMO ... -14.21 eV

```
! RIJCOSX wB97M-V def2-TZVPD def2/J DEFGRID3
* xyz 1 1
C 2.92775 -0.22650 0.45401
C 1.80767 -0.35924 -0.46847
N 0.63404 -0.64392 -0.10676
C -0.63220 -0.66440 -0.15719
F -1.33439 -1.74235 -0.14996
N -1.46274 0.66155 -0.02514
C -2.89904 0.55392 0.00290
H 2.67524 -0.50394 1.47397
H 3.78954 -0.79680 0.09776
H 3.25507 0.81956 0.43419
H 2.01044 -0.22140 -1.53319
H -0.95033 1.52209 -0.04502
H -3.25851 -0.10713 -0.79036
H -3.31969 1.54416 -0.15065
H -3.24285 0.16441 0.96388
*
```


ORCA calculation (ωB97M-V with the def2-TZVPD basis set) on an isolated molecule of C4H8FN3 at a distorted geometry.

Summary:
Orbital gap ... 9.68 eV
Energy above the lowest of the compared OMol25 structures with the same formula, charge and spin ... 196.6 kJ/mol
SMILES string ... C=NN[C@H]1[C@H](N)[C@H]1F
HOMO ... -8.74 eV

```
! RIJCOSX wB97M-V def2-TZVPD def2/J DEFGRID3
* xyz 0 1
C -0.35937 -1.12229 -2.37249
N 0.13226 0.05711 -2.30960
N 0.26695 0.65886 -1.11834
C -0.46588 0.23244 0.00133
C 0.22987 -0.59907 1.01685
N -0.53711 -1.58161 1.74027
C -0.07979 0.81263 1.28477
F 1.01314 1.63384 1.34336
H -0.80242 -1.64265 -1.50319
H -0.39568 -1.51450 -3.39715
H 0.43842 1.64793 -1.23910
H -1.58140 0.13584 -0.12396
H 1.27261 -0.81728 0.85526
H -1.00070 -2.28370 1.13860
H -1.20146 -1.14773 2.36440
H -0.83131 1.03477 2.04586
*
```


ORCA calculation (ωB97M-V with the def2-TZVPD basis set) on a cluster of 2 separate species, C4H8FNS in total at a distorted geometry.

Summary:
Orbital gap ... 9.45 eV
Energy above the lowest of the compared OMol25 structures with the same formula, charge and spin ... 208.9 kJ/mol
SMILES string ... C1=NCCC1.FS
HOMO ... -9.58 eV

```
! RIJCOSX wB97M-V def2-TZVPD def2/J DEFGRID3
* xyz 0 1
C 1.45138 0.08401 -0.81684
N 0.63008 -0.78528 -1.07870
C -0.73305 -0.22013 -0.93977
C -0.51034 1.34356 -0.73126
C 0.92424 1.31405 -0.04600
H 2.51583 -0.10620 -0.63432
H -1.06470 -0.76565 -0.05487
H -1.21865 -0.31067 -1.91049
H -1.30459 1.62926 -0.09803
H -0.46042 1.89987 -1.61445
H 1.41062 2.29649 -0.00273
H 0.78216 0.89105 1.01464
F -1.47107 -3.07747 1.32402
S -0.47805 -1.99409 2.04740
H -0.47343 -2.19880 3.54138
*
```


ORCA calculation (ωB97M-V with the def2-TZVPD basis set) on an isolated molecule of C4H8FP at a distorted geometry.

Summary:
Orbital gap (alpha / beta) ... 8.77 / 7.12 eV
Energy above the lowest of the compared OMol25 structures with the same formula, charge and spin ... 280.6 kJ/mol
SMILES string ... CC/C(F)=P/C
HOMO (alpha / beta) ... -8.18 / -7.76 eV

```
! RIJCOSX wB97M-V def2-TZVPD def2/J DEFGRID3
* xyz 0 1
C 0.64041 -1.97110 -0.19849
C 1.36229 -0.76093 -0.71913
C 0.66697 0.53377 -0.36966
F 0.32710 1.38440 -1.37180
P -0.28280 0.89069 1.61538
C -1.75685 1.94080 0.91160
H 0.60738 -1.84532 0.89663
H 1.07017 -2.84400 -0.45623
H -0.46197 -1.93419 -0.45511
H 1.42265 -0.79987 -1.91909
H 2.49242 -0.76282 -0.33206
H -1.69581 1.86584 -0.19776
H -2.55224 1.39610 1.29606
H -1.83971 2.90664 1.29964
*
```


ORCA calculation (ωB97M-V with the def2-TZVPD basis set) on a structure of composition C4H8I2O.

Summary:
Orbital gap ... 9.10 eV
Energy above the lowest of the compared OMol25 structures with the same formula, charge and spin ... 0.0 kJ/mol
HOMO ... -8.93 eV

```
! RIJCOSX wB97M-V def2-TZVPD def2/J DEFGRID3
* xyz 0 1
C -0.70800 -1.42768 0.11555
C -0.60837 1.60513 0.60115
C 0.56829 -0.59240 0.03675
C 0.33364 0.87051 -0.32351
O 1.45098 -1.08565 -0.93918
I 2.28686 1.84353 -0.26638
I -0.40183 0.98234 -2.36403
H -1.23651 -1.40997 -0.83552
H -0.44369 -2.46000 0.34096
H -1.36480 -1.06733 0.90225
H -0.65440 2.66311 0.34647
H -1.61656 1.19715 0.52741
H -0.26690 1.51594 1.63371
H 1.05377 -0.60844 1.03117
H 1.60752 -2.02625 -0.80680
*
```


ORCA calculation (ωB97M-V with the def2-TZVPD basis set) on a structure of composition C4H8IN2 at a distorted geometry.

Summary:
Orbital gap ... 8.81 eV
Energy above the lowest of the compared OMol25 structures with the same formula, charge and spin ... 294.1 kJ/mol
HOMO ... -13.32 eV

```
! RIJCOSX wB97M-V def2-TZVPD def2/J DEFGRID3
* xyz 1 1
C -0.20687 -0.77254 -0.79265
C 2.90774 0.16190 1.24368
C 1.78659 0.15604 0.60944
C 0.22798 1.73119 -0.16909
N 0.75512 0.40834 -0.02072
N -0.55343 -1.79213 0.08067
I 4.50756 -0.08560 -0.12259
H -0.94968 -0.16826 -1.17495
H 0.65312 -1.04780 -1.40231
H 3.16456 -0.12357 2.23671
H -0.58437 2.01917 0.63336
H 1.12209 2.43908 -0.31638
H -0.27104 1.66029 -1.13070
H 0.18046 -2.40581 0.47907
H -1.44687 -1.75641 0.50136
*
```


ORCA calculation (ωB97M-V with the def2-TZVPD basis set) on a cluster of 2 separate species, C4H8IN2 in total at a distorted geometry.

Summary:
Orbital gap (alpha / beta) ... 8.37 / 8.05 eV
Energy above the lowest of the compared OMol25 structures with the same formula, charge and spin ... 578.2 kJ/mol
HOMO (alpha / beta) ... -13.71 / -12.73 eV

```
! RIJCOSX wB97M-V def2-TZVPD def2/J DEFGRID3
* xyz 1 1
C 1.01181 0.25335 1.60667
C 0.29881 -0.92700 0.90149
C 0.78366 1.02399 -0.40280
C -1.29265 -0.33395 -0.77306
N 1.16002 1.28956 0.84717
N 0.17677 -0.40329 -0.42711
I 1.80398 1.71262 -2.11484
H 1.30208 0.21884 2.62496
H 0.88294 -1.89430 0.97229
H -0.61391 -1.14587 1.49857
H -1.09007 2.17841 -1.10891
H -1.67303 -1.29221 -0.99036
H -2.00611 -0.08485 0.06264
H -1.51730 0.33076 -1.54324
H 0.77300 -0.92608 -1.15347
*
```


ORCA calculation (ωB97M-V with the def2-TZVPD basis set) on the ion C4H8IN2 with charge +1 at a distorted geometry.

Summary:
Orbital gap (alpha / beta) ... 8.56 / 8.26 eV
Energy above the lowest of the compared OMol25 structures with the same formula, charge and spin ... 504.2 kJ/mol
HOMO (alpha / beta) ... -13.62 / -13.01 eV

```
! RIJCOSX wB97M-V def2-TZVPD def2/J DEFGRID3
* xyz 1 1
C 0.02542 -2.36410 0.22241
C 0.53559 -0.93449 0.03591
C -1.75313 -0.35976 -0.59455
C -0.32881 1.46307 0.10204
N -1.08356 -2.74515 -0.02352
N -0.63567 0.01407 0.21101
I -3.65257 0.05881 0.02570
H 0.87763 -3.18711 0.33006
H 1.40606 -0.79882 0.57721
H 0.79742 -0.89984 -0.98857
H -1.55722 -0.23675 -1.64001
H 0.68019 1.67009 0.69538
H -0.13500 1.96588 -0.93040
H -1.16975 1.95234 0.69446
H -1.03367 -0.19416 1.14840
*
```


ORCA calculation (ωB97M-V with the def2-TZVPD basis set) on a cluster of 2 separate species, C4H8IN2 in total at a distorted geometry.

Summary:
Orbital gap ... 6.95 eV
Energy above the lowest of the compared OMol25 structures with the same formula, charge and spin ... 350.6 kJ/mol
HOMO ... -13.28 eV

```
! RIJCOSX wB97M-V def2-TZVPD def2/J DEFGRID3
* xyz 1 1
C -1.28878 0.89486 1.65992
C 0.12981 -1.49087 0.05766
C 0.04246 0.81618 0.95111
C -0.01249 -0.18200 -0.21582
N -0.38767 0.56571 -2.46263
N -0.33745 0.24189 -1.41096
I 3.34684 -0.83020 -2.85410
H -1.16437 1.54045 2.45360
H -2.07708 1.44265 0.96513
H -1.67932 -0.04428 1.96742
H 0.37095 -1.88223 1.15170
H 2.15492 -0.93381 -3.88669
H -0.13168 -2.28208 -0.75562
H 0.34236 1.76332 0.72554
H 0.69149 0.38040 1.65374
*
```


ORCA calculation (ωB97M-V with the def2-TZVPD basis set) on a cluster of 2 separate species, C4H8INO4P in total at a distorted geometry.

Summary:
Orbital gap ... 7.90 eV
Energy above the lowest of the compared OMol25 structures with the same formula, charge and spin ... 108.4 kJ/mol
HOMO ... -5.05 eV

```
! RIJCOSX wB97M-V def2-TZVPD def2/J DEFGRID3
* xyz -1 1
C 1.44163 -0.22269 -0.84510
C -0.46851 -1.60755 -0.09517
C -0.44576 -1.28634 1.46111
C -0.13227 -0.23401 -0.84616
N -0.66181 0.92193 -0.11037
O 1.97685 -0.15040 -1.93380
O -2.21911 0.83976 2.02789
O 1.91911 -0.34867 0.30946
O 1.67965 2.59854 -1.06805
P -0.88139 0.49690 1.43023
I 0.81401 1.42691 2.93325
H -1.43893 -2.04550 -0.24208
H 0.28006 -2.42698 -0.19810
H -1.16888 -1.62087 2.12489
H 0.44891 -1.60419 1.75997
H -0.55580 -0.35238 -1.81203
H 2.28757 2.78421 -0.33379
H -0.22301 1.85026 -0.25196
H 1.84470 1.72533 -1.43075
*
```


ORCA calculation (ωB97M-V with the def2-TZVPD basis set) on a structure of composition C4H8IO8S2 at a distorted geometry.

Summary:
Orbital gap ... 6.73 eV
HOMO ... -3.94 eV

```
! RIJCOSX wB97M-V def2-TZVPD def2/J DEFGRID3
* xyz -1 1
I -1.70927 -3.01736 -0.43778
C 2.24316 -1.17449 -2.12285
C 1.11789 -0.42225 -1.42127
O 1.76688 0.12947 -0.26751
S 2.79152 -0.93528 0.31545
O 2.16879 -1.84418 1.19193
O 3.93589 -0.22782 0.72553
O 3.07484 -1.68308 -1.05979
H 2.85599 -0.50214 -2.72984
H 1.90874 -2.00415 -2.73822
H 0.29687 -1.10464 -1.20226
H 0.78401 0.39606 -2.05256
C -2.29885 0.75293 0.07795
C -2.96999 1.63041 1.15364
O -1.95979 1.93533 2.12591
S -0.67309 1.02291 1.85386
O -0.87881 -0.25632 2.41809
O 0.48499 1.75731 2.15955
O -0.86939 1.00708 0.29952
H -2.46204 1.15077 -0.91563
H -2.48761 -0.30947 0.21550
H -3.79752 1.11007 1.63516
H -3.32319 2.58883 0.77561
*
```


ORCA calculation (ωB97M-V with the def2-TZVPD basis set) on a structure of composition C4H8K.

Summary:
Orbital gap ... 8.51 eV
HOMO ... -12.91 eV

```
! RIJCOSX wB97M-V def2-TZVPD def2/J DEFGRID3
* xyz 1 1
C 0.33231 0.47616 1.58239
C 1.36669 0.99521 2.25592
C 1.20667 2.16081 3.19432
C 2.76303 0.45001 2.12256
H 0.46705 -0.37313 0.90284
H -0.67833 0.88591 1.69159
H 0.15628 2.49536 3.23139
H 1.83300 3.00454 2.85900
H 1.52019 1.87251 4.21176
H 3.44170 1.23620 1.75118
H 3.12891 0.10417 3.10395
H 2.78900 -0.39860 1.41843
K 1.28698 3.00319 -1.06449
*
```


ORCA calculation (ωB97M-V with the def2-TZVPD basis set) on a structure of composition C4H8LiO3 at a distorted geometry.

Summary:
Orbital gap (alpha / beta) ... 5.71 / 9.67 eV
Energy above the lowest of the compared OMol25 structures with the same formula, charge and spin ... 34.6 kJ/mol
HOMO (alpha / beta) ... -11.30 / -13.45 eV

```
! RIJCOSX wB97M-V def2-TZVPD def2/J DEFGRID3
* xyz 1 1
H -1.93722 -0.90298 -1.82150
O -0.34655 0.37637 -0.67642
O 1.44674 -0.74442 -1.33043
C 0.96324 -0.09276 -0.44956
O 1.36461 0.18600 0.73434
C 2.74805 -0.12147 1.05924
C -1.22907 0.60732 0.26662
C -2.60119 0.26710 -0.10340
H 2.87834 0.22683 2.08411
H 2.89409 -1.20275 0.97790
H 3.40343 0.41831 0.36898
H -0.89444 0.47424 1.30311
H -2.70641 1.33556 0.52155
H -2.92438 0.66801 -1.06793
H -3.00099 -0.40674 0.67439
Li -0.05825 -1.08860 -2.54100
*
```


One value per record, in order, for electronic energy: -629.9618; -311.7746; -311.6165; -366.2781; -421.2488; -709.9096; -598.2674; -827.8290; -564.0675; -563.9593; -563.9875; -564.0460; -1152.1254; -1853.2631; -756.9222; -390.0543 Eh.
One value per record, in order, for M: 218.009; 89.113; 89.113; 103.120; 117.127; 121.180; 106.080; 325.915; 211.026; 211.026; 211.026; 211.026; 291.989; 375.138; 95.206; 111.046 g/mol.